Below is a structure of composition C20H21Br3Cl2F4KLiNNaO16S3 in a non-equilibrium geometry, with properties calculated with the ωB97M-V functional and the def2-TZVPD basis.

The geometry in XYZ format:
```
73
Properties=species:S:1:pos:R:3:forces:R:3:mulliken_charge:R:1
C 0.909767 -1.769489 1.074602 -0.39 -0.23 0.68 -0.964
S -0.618749 -1.353857 0.330304 -0.35 -1.10 -1.70 1.334
O -1.386452 -2.498444 -0.020951 -0.25 -0.40 0.61 -0.678
O -0.286479 -0.500651 -0.777701 0.41 1.16 0.49 -0.567
C -1.473436 -0.337533 1.630902 0.85 -0.15 -0.47 0.044
O -1.043401 1.003159 1.333604 0.26 0.06 0.37 -0.361
S -2.148655 1.734317 0.381169 -0.51 -0.27 -0.54 1.221
O -1.574381 2.094813 -0.845940 0.28 -0.01 -0.42 -0.519
O -2.858606 2.670687 1.156540 -0.06 0.20 0.54 -0.569
O -3.056942 0.396967 0.203412 0.11 0.59 -0.05 -0.406
C -2.963377 -0.211579 1.487003 0.06 -0.19 0.20 -0.852
S -3.997136 -1.674195 1.880440 -0.51 -0.56 0.82 1.278
O -4.631716 -1.308098 3.098173 -0.22 0.64 0.13 -0.625
O -3.265443 -2.882929 1.837285 0.37 -0.14 -0.56 -0.563
C -5.307294 -1.613178 0.572610 -0.44 -0.47 -0.17 0.690
F -4.833054 -2.042433 -0.590878 0.25 0.34 -0.17 -0.222
F -6.296141 -2.379821 0.933344 0.02 0.09 0.18 -0.199
F -5.755332 -0.355488 0.456463 0.25 0.09 -0.13 -0.241
H 1.196238 -0.979037 1.770100 0.28 -0.37 0.19 0.081
H 1.619193 -1.877547 0.265244 0.18 0.09 -0.16 0.445
H 0.840345 -2.678856 1.656360 -0.17 -0.20 0.12 0.466
H -1.083931 -0.647606 2.591706 -0.16 0.08 0.34 0.682
H -3.274915 0.499549 2.249901 -0.35 0.03 0.13 0.468
C 7.288061 -2.721897 0.872015 0.05 -0.08 0.02 0.168
C 6.684018 -2.283711 -0.304212 -0.03 0.01 0.09 -0.270
C 5.509138 -1.560869 -0.268578 0.16 -0.11 -0.14 -0.326
C 4.929033 -1.267855 0.975944 -0.09 0.09 0.00 0.020
C 5.525521 -1.708941 2.167940 0.17 -0.11 0.12 -0.438
C 6.698423 -2.431851 2.100814 -0.03 0.02 -0.09 -0.729
N 3.767871 -0.533448 1.028519 0.07 0.05 0.05 1.186
O 3.191052 -0.136465 -0.053913 -0.52 0.22 0.19 -0.849
O 3.226236 -0.228448 2.151665 -0.56 0.32 -0.16 -0.899
H 8.213015 -3.283219 0.829719 -0.26 0.12 0.11 -0.210
H 7.139846 -2.507942 -1.260014 0.00 0.00 -0.02 0.352
H 5.042518 -1.222071 -1.179971 -0.08 0.07 0.04 0.405
H 5.071637 -1.481653 3.119411 -0.08 0.08 -0.03 0.413
H 7.165843 -2.773369 3.014819 0.00 0.00 0.02 0.356
C 11.975563 -3.952817 1.050788 -0.01 0.01 0.01 -0.328
Br 13.214685 -2.586637 0.517572 0.02 0.02 -0.01 -0.002
Br 11.432342 -3.744349 2.882299 -0.01 0.01 0.03 -0.017
Br 10.455445 -4.024986 -0.122896 0.25 -0.11 -0.16 0.018
H 12.486933 -4.899771 0.972391 0.01 -0.04 0.00 0.339
Cl -10.908728 2.088754 -0.479539 -0.40 -0.25 -0.30 -0.280
C -9.653983 0.807136 -0.446754 0.16 -0.14 0.17 -0.151
C -8.520159 1.082722 -1.383710 0.22 0.23 0.09 -0.230
Cl -9.009940 0.969230 -3.151279 0.07 2.36 0.18 -0.344
H -10.175084 -0.128768 -0.647967 -0.13 0.08 0.02 0.364
H -9.251624 0.781628 0.561871 0.07 0.18 0.03 0.271
H -7.725313 0.353635 -1.224953 -0.02 -0.03 -0.04 0.011
H -8.114205 2.080746 -1.199425 -0.05 0.05 0.12 0.372
C -7.681727 -4.554932 1.750024 -0.74 0.18 -0.63 0.816
O -6.713522 -4.560211 2.547266 0.12 -0.08 0.15 -0.594
O -7.613657 -5.116585 0.602740 0.28 0.02 0.04 -0.618
O -8.775769 -3.944929 2.011938 0.28 0.05 0.17 -0.624
K -9.120910 -1.552897 -3.145949 0.00 -2.62 0.18 0.956
C 4.327302 4.832905 -1.055077 0.04 0.07 -0.07 -0.389
C 3.875563 5.072549 -2.284255 0.05 0.03 0.06 -0.422
C 2.834855 4.218464 -2.906029 0.04 -0.01 -0.05 0.175
O 2.425086 4.442120 -4.027243 -0.06 0.07 -0.04 -0.540
C 2.313399 3.086165 -2.108745 -0.02 -0.09 0.07 -0.298
C 2.772203 2.852482 -0.881200 -0.23 0.07 -0.06 0.183
C 3.808472 3.699857 -0.252917 0.06 -0.02 0.05 0.335
O 4.208644 3.475861 0.869597 -0.05 0.04 -0.01 -0.548
H 5.086159 5.444600 -0.584264 0.01 -0.01 0.01 0.421
H 4.240960 5.894675 -2.886227 -0.01 -0.01 -0.03 0.441
H 1.553541 2.472486 -2.576241 -0.01 0.02 0.00 0.510
H 2.421372 2.029803 -0.273502 0.18 0.07 -0.22 0.005
Na -10.499532 4.516938 0.540503 1.21 -0.61 0.14 0.878
O 1.206268 5.331807 -6.847439 -0.03 0.04 0.04 -0.636
H 0.688697 6.134142 -6.738763 -0.01 0.01 -0.02 0.303
H 1.523881 5.125754 -5.960525 0.08 -0.09 0.05 0.393
Li 1.552023 0.588488 0.960080 0.94 0.06 -0.36 0.941
F -8.100238 3.000813 0.559325 -1.00 0.49 -0.27 -0.835
```
Positions in Å, forces in eV/Å.

Values from the calculation:
Net charge: 0
Frontier orbital gap: 1.134 eV
Maximum force: 2.63 eV/Å
LUMO energy: -0.0929 hartree
Highest occupied orbital energy: -3.66 eV